(1)
The following is a DFT calculation (the ωB97M-V functional and the def2-TZVPD basis) of a cluster of 2 separate species, C40H40NO in total at a distorted geometry.

Orbital gap   3.669 eV
HOMO level   -9.1 eV
Calculated total energy   -1677.93333 a.u.

```
! wB97M-V def2-TZVPD RIJCOSX def2/J DEFGRID3
* xyz 1 1
C -3.026 -1.495 -0.524
H 1.904 0.071 5.272
H -6.163 3.856 -1.468
H 1.378 2.733 1.389
H 0.127 0.569 -3.980
C -1.857 2.474 -2.461
H -0.582 -5.888 -1.631
C -1.794 1.986 0.463
H -3.518 2.930 1.285
H -3.797 3.342 -1.274
C -1.736 3.764 2.092
C -5.053 0.535 0.064
C -5.854 2.912 -1.050
H 1.688 -0.848 -1.637
C 5.939 -0.998 0.958
C -2.001 1.039 -1.892
C 2.536 -4.739 -1.056
H 3.116 -2.681 -1.073
H -2.668 0.444 -2.529
C 0.304 2.797 1.340
C 0.823 -1.485 -1.653
H -0.718 2.735 -4.327
H -7.127 0.165 0.390
C -2.449 -0.424 0.149
H 0.191 4.370 2.787
H -3.547 -1.314 -1.450
H 0.091 3.356 -2.907
N -0.639 0.427 -2.032
H -1.166 -2.155 2.757
H 7.916 -0.826 -0.728
H 3.529 -5.093 -0.833
H 0.763 -0.297 3.957
C -2.443 2.904 1.278
C -4.512 2.597 -0.974
C -0.359 3.712 2.130
H 4.592 -1.900 2.345
C -1.781 -0.686 1.338
H -2.264 4.474 2.707
C 3.107 0.185 3.002
C 1.618 -0.670 4.524
H 7.154 0.471 -1.644
C -0.540 2.531 -3.264
C -6.395 0.847 -0.007
C 1.501 -5.643 -1.211
H -2.167 -4.027 1.522
C -2.580 1.002 -0.419
C -2.248 -3.022 1.139
H -0.995 -3.511 -1.889
C -0.407 1.956 0.505
C -0.003 -3.840 -1.637
C 6.329 0.169 0.303
C 2.310 -3.387 -1.190
C -2.923 -2.783 -0.038
H 6.481 -1.907 0.767
C 7.475 0.167 -0.647
H 4.039 2.281 1.624
H 1.343 -1.601 5.025
H -4.757 -0.376 0.554
C -0.393 -0.919 -1.789
C 5.627 1.345 0.555
H -1.340 0.127 1.888
C 4.174 0.188 2.097
C 4.572 1.366 1.430
C -6.802 2.030 -0.582
C 0.229 -5.189 -1.502
C 1.030 -2.906 -1.483
H -1.809 3.191 -1.635
C -4.079 1.384 -0.449
H -2.724 2.760 -3.069
C -1.686 -1.971 1.832
H 0.117 1.251 -0.116
H -1.251 -1.550 -1.693
H 1.685 -6.700 -1.109
H 1.182 1.265 -2.747
C 0.139 1.168 -3.062
C 4.887 -0.998 1.836
H -7.851 2.272 -0.647
H 8.256 0.852 -0.315
H 2.584 1.109 3.191
H 5.926 2.247 0.052
H -3.358 -3.602 -0.585
O 2.703 -0.927 3.658
*
```

So, what does the Löwdin scheme give us? The charges, in e, come out as:
1. C -0.09
2. H 0.11
3. H 0.11
4. H 0.08
5. H 0.12
6. C -0.12
7. H 0.11
8. C -0.18
9. H 0.12
10. H 0.10
11. C -0.06
12. C -0.02
13. C -0.07
14. H 0.09
15. C 0.01
16. C -0.17
17. C -0.10
18. H 0.09
19. H 0.15
20. C -0.09
21. C -0.04
22. H 0.11
23. H 0.11
24. C -0.19
25. H 0.10
26. H 0.13
27. H 0.11
28. N -0.10
29. H 0.09
30. H 0.09
31. H 0.10
32. H 0.10
33. C -0.01
34. C -0.05
35. C -0.09
36. H 0.13
37. C -0.02
38. H 0.11
39. C 0.07
40. C -0.03
41. H 0.10
42. C -0.14
43. C -0.06
44. C -0.10
45. H 0.11
46. C -0.21
47. C -0.08
48. H 0.09
49. C -0.04
50. C -0.04
51. C -0.21
52. C -0.06
53. C -0.08
54. H 0.13
55. C -0.01
56. H 0.12
57. H 0.11
58. H 0.11
59. C -0.09
60. C 0.00
61. H 0.10
62. C -0.18
63. C 0.03
64. C -0.08
65. C -0.08
66. C -0.23
67. H 0.10
68. C -0.16
69. H 0.12
70. C -0.07
71. H 0.11
72. H 0.08
73. H 0.10
74. H 0.10
75. C -0.14
76. C 0.04
77. H 0.11
78. H 0.10
79. H 0.15
80. H 0.13
81. H 0.11
82. O -0.02

=====

(2)
The following is a DFT calculation (the ωB97M-V functional and the def2-TZVPD basis) of a structure of composition C40H41BrCl3N9NaO3S at a distorted geometry.

Orbital gap (spin up / spin down)   5.454 / 4.467 eV
HOMO level (spin up / spin down)   -8.2 / -7.0 eV
Calculated total energy   -6782.20338 a.u.

```
! wB97M-V def2-TZVPD RIJCOSX def2/J DEFGRID3
* xyz 1 1
H -1.980 -4.101 2.370
H -3.762 7.130 0.318
H -1.245 -3.634 -4.198
H 4.396 0.403 3.958
S -0.423 -1.752 -2.072
N -1.221 0.772 1.837
H -5.130 -0.215 -2.052
C -2.232 5.177 -0.678
H 5.007 -3.107 1.549
H -6.397 -1.882 -1.183
H -7.848 -3.536 -0.449
C 3.123 0.107 2.261
H -4.486 1.495 -2.992
N -3.279 0.463 -1.676
N -1.464 -2.442 1.231
N 1.807 0.477 -1.918
C 4.145 -0.235 3.120
C -4.801 -3.857 1.062
H 2.361 -0.206 -5.801
C -2.666 4.113 1.400
C -3.389 6.507 1.131
Br 2.921 -2.784 -0.500
C 3.566 0.374 -3.521
H -2.337 -0.624 2.960
Cl 3.428 5.673 1.847
C -5.589 -2.245 -0.558
C 2.558 1.304 -1.189
N 1.180 2.849 1.574
C -1.360 -2.756 -4.829
O -0.759 1.865 -0.755
H -4.229 6.287 1.791
C -7.153 -4.041 0.220
C 1.583 -0.744 -5.296
H 6.031 -1.237 4.351
H -1.211 5.104 -2.998
C 0.591 -1.491 -5.796
Na 0.118 0.296 0.049
O 5.859 -1.855 3.632
N 1.423 -0.712 -3.909
C -1.611 4.031 -1.228
H -4.956 -4.728 1.684
O -2.101 -1.595 0.355
C -0.155 -2.008 1.719
H 2.564 1.024 2.421
H 5.336 1.483 -3.070
C 0.307 -1.436 -3.557
N 2.752 -0.624 1.198
H -7.058 -5.076 -0.109
H 0.427 -2.915 1.876
C -2.516 1.432 -3.865
C -4.239 -0.403 -1.459
C 2.288 0.066 -3.068
H -3.316 2.493 -2.152
H 4.385 2.400 -0.935
C 1.892 5.313 1.054
H -2.325 6.050 -1.319
C -1.900 1.862 1.903
H -2.599 0.421 -4.281
C -2.004 2.943 0.939
H 0.341 -1.491 0.903
C -3.360 -2.055 0.237
H -2.241 -2.208 -4.500
Cl 2.036 5.494 -0.697
H -2.897 2.121 -4.624
C 4.338 1.221 -2.746
C -2.756 5.240 0.613
C 3.822 1.722 -1.561
C -4.342 -1.517 -0.611
H -2.477 2.053 2.819
H -3.085 4.117 2.402
H 3.960 -0.045 -4.434
H -2.678 7.109 1.702
C -1.040 1.755 -3.602
C 1.536 3.910 1.327
C -3.551 -3.182 1.042
C -2.315 -3.362 1.657
H -7.592 -4.054 1.219
H 2.113 1.640 -0.261
C 3.438 -1.734 0.992
H -1.469 -3.055 -5.869
H -2.394 0.466 -1.168
C -0.258 -1.174 3.000
N -0.725 3.175 -3.496
C 4.483 -2.190 1.774
H -0.412 -1.844 3.849
H 0.714 -0.697 3.145
C -3.448 1.543 -2.662
Cl 0.606 6.328 1.685
C -1.360 -0.121 2.987
H -0.690 1.257 -2.704
C -5.811 -3.357 0.239
H -0.450 1.375 -4.440
C -1.176 4.110 -2.568
N -0.179 -1.913 -4.729
H 0.358 -1.755 -6.813
H -0.552 3.605 -4.388
C -1.441 2.882 -0.355
C 4.840 -1.416 2.868
H -1.327 0.426 3.934
*
```

So, what does the natural (NBO) scheme give us? The charges, in e, come out as:
1. H 0.25
2. H 0.21
3. H 0.23
4. H 0.23
5. S -0.35
6. N -0.56
7. H 0.20
8. C -0.20
9. H 0.25
10. H 0.21
11. H 0.22
12. C 0.06
13. H 0.20
14. N -0.50
15. N -0.01
16. N -0.45
17. C -0.34
18. C -0.27
19. H 0.24
20. C -0.14
21. C -0.62
22. Br 0.08
23. C -0.27
24. H 0.18
25. Cl 0.08
26. C -0.18
27. C 0.07
28. N -0.29
29. C -0.40
30. O -0.87
31. H 0.22
32. C -0.63
33. C -0.08
34. H 0.49
35. H 0.18
36. C -0.05
37. Na 0.84
38. O -0.64
39. N -0.39
40. C -0.14
41. H 0.22
42. O -0.23
43. C -0.23
44. H 0.22
45. H 0.23
46. C 0.30
47. N -0.53
48. H 0.23
49. H 0.24
50. C -0.42
51. C 0.17
52. C 0.39
53. H 0.23
54. H 0.23
55. C -0.22
56. H 0.20
57. C 0.18
58. H 0.20
59. C -0.31
60. H 0.22
61. C 0.38
62. H 0.22
63. Cl 0.09
64. H 0.22
65. C -0.14
66. C -0.10
67. C -0.26
68. C -0.24
69. H 0.15
70. H 0.19
71. H 0.23
72. H 0.21
73. C -0.25
74. C 0.26
75. C -0.10
76. C 0.05
77. H 0.23
78. H 0.20
79. C 0.17
80. H 0.21
81. H 0.45
82. C -0.42
83. N -0.58
84. C -0.33
85. H 0.22
86. H 0.23
87. C -0.21
88. Cl 0.11
89. C -0.24
90. H 0.26
91. C 0.01
92. H 0.19
93. C -0.03
94. N -0.36
95. H 0.24
96. H 0.38
97. C 0.46
98. C 0.37
99. H 0.20

=====

(3)
The following is a DFT calculation (the ωB97M-V functional and the def2-TZVPD basis) of a structure of composition C40H41BrF4IrNP2 at a distorted geometry.

Orbital gap (spin up / spin down)   5.211 / 5.209 eV
HOMO level (spin up / spin down)   -13.6 / -13.6 eV
Calculated total energy   -5363.59917 a.u.

```
! wB97M-V def2-TZVPD RIJCOSX def2/J DEFGRID3
* xyz 2 1
H -2.791 2.934 2.233
C 2.318 -0.240 -2.836
C 4.467 2.889 0.614
H -4.257 -0.274 5.156
H -1.302 1.423 3.290
H -1.158 -1.950 2.732
C -3.271 0.279 -3.903
C -3.813 -0.437 4.183
C 5.357 -1.996 0.307
C 3.019 -2.588 -2.309
H 1.266 -0.426 -2.602
C -3.742 0.898 -2.756
H 4.364 -2.144 2.923
H -0.232 1.364 -2.762
P -1.821 -1.332 0.142
H 0.301 2.040 2.867
H -4.410 0.196 0.916
H 5.765 3.793 2.037
Ir 0.484 -0.804 0.108
C -2.078 3.326 -1.037
C -3.605 -4.992 -0.093
H -5.368 0.600 3.130
C -2.502 -0.640 -1.391
C -2.077 -1.376 2.820
H 5.908 -2.652 0.982
C -3.429 -3.617 -0.090
C -2.700 -0.881 1.669
C -2.162 -3.078 0.025
F -2.653 -7.131 -0.022
C -2.385 -0.787 -3.802
H -0.189 0.438 2.340
C 3.926 -1.865 0.826
C -2.001 -1.244 -2.552
P 2.816 -0.824 -0.188
H -3.941 5.214 -0.275
C -2.274 2.825 1.285
H 2.518 0.824 -2.706
H 1.978 -2.874 -2.154
H 4.339 -0.449 2.436
N 0.749 1.141 -0.038
H -1.318 -2.086 -2.474
C -0.206 2.411 -2.451
C -2.630 -1.158 4.071
H 0.841 2.717 -2.392
H 3.449 -2.850 0.759
H -2.143 -1.549 4.955
H 4.268 -0.821 -2.113
C -3.884 -0.160 1.788
C -2.777 3.457 0.158
C -3.346 0.455 -1.499
H -3.588 0.627 -4.878
H 3.260 -2.756 -3.359
C 1.969 1.722 0.087
H 2.822 -1.335 2.638
F -0.169 -6.092 0.199
C -1.221 -5.289 0.114
H -4.854 3.720 -0.327
F -4.810 -5.508 -0.179
H -2.457 3.814 -1.929
H 1.182 3.727 0.294
C 3.141 0.928 0.079
C 3.856 -1.415 2.291
H 3.373 4.739 0.774
H -2.000 -1.264 -4.694
C 2.080 3.122 0.306
H -0.688 3.005 -3.224
H 5.259 0.919 0.344
H 5.965 4.409 0.411
C -2.496 -5.827 -0.001
Br 0.635 -3.119 0.366
C 4.357 1.514 0.340
H -4.392 4.407 1.234
H 5.886 -1.045 0.277
C -1.081 -3.922 0.139
C -4.059 4.245 0.210
C -1.112 2.065 1.245
C 5.780 3.499 0.984
C -4.436 0.055 3.046
H 3.646 -3.257 -1.716
C 3.226 -1.109 -1.962
H 5.401 -2.439 -0.687
F -4.489 -2.832 -0.192
H -3.697 0.973 -0.621
C 3.301 3.677 0.573
H -4.429 1.732 -2.835
C -0.551 1.456 2.503
C -0.914 2.580 -1.132
H 2.471 -0.486 -3.888
H 6.609 2.811 0.835
C -0.439 1.951 0.024
*
```

So, what does the Löwdin scheme give us? The charges, in e, come out as:
1. H 0.13
2. C -0.11
3. C -0.19
4. H 0.12
5. H 0.09
6. H 0.09
7. C -0.05
8. C -0.05
9. C -0.08
10. C -0.11
11. H 0.04
12. C -0.05
13. H 0.10
14. H 0.07
15. P 0.93
16. H 0.10
17. H 0.10
18. H 0.11
19. Ir 0.65
20. C -0.01
21. C -0.11
22. H 0.12
23. C -0.34
24. C -0.13
25. H 0.10
26. C -0.18
27. C -0.35
28. C -0.32
29. F 0.19
30. C -0.06
31. H 0.03
32. C -0.54
33. C -0.11
34. P 0.92
35. H 0.09
36. C 0.00
37. H 0.07
38. H 0.04
39. H 0.08
40. N -0.06
41. H 0.10
42. C -0.01
43. C -0.06
44. H 0.08
45. H 0.08
46. H 0.12
47. H 0.12
48. C -0.07
49. C -0.25
50. C -0.08
51. H 0.12
52. H 0.10
53. C -0.28
54. H 0.07
55. F 0.13
56. C -0.23
57. H 0.09
58. F 0.18
59. H 0.13
60. H 0.14
61. C -0.25
62. C -0.09
63. H 0.14
64. H 0.12
65. C 0.06
66. H 0.09
67. H 0.11
68. H 0.10
69. C -0.11
70. Br 0.97
71. C 0.00
72. H 0.08
73. H 0.07
74. C -0.48
75. C -0.02
76. C -0.21
77. C -0.01
78. C -0.05
79. H 0.07
80. C -0.51
81. H 0.07
82. F 0.15
83. H 0.08
84. C 0.02
85. H 0.12
86. C -0.03
87. C -0.21
88. H 0.10
89. H 0.09
90. C -0.25

=====

(4)
The following is a DFT calculation (the ωB97M-V functional and the def2-TZVPD basis) of a structure of composition C40H41HgIN3O2P2 at a distorted geometry.

Orbital gap (spin up / spin down)   6.215 / 7.011 eV
Expectation value of S²   0.768
ΔE to the lowest compared entry with this formula, charge and spin   0.00 kJ/mol
HOMO level (spin up / spin down)   -5.9 / -7.0 eV
Calculated total energy   -2997.39385 a.u.

```
! wB97M-V def2-TZVPD RIJCOSX def2/J DEFGRID3
* xyz 0 2
O -0.694 -1.109 0.327
C 1.545 -0.293 -4.251
H 2.801 -2.284 0.118
H -9.505 0.116 0.082
H 2.230 -4.185 -0.807
C -5.777 -2.654 0.101
C 3.633 -1.415 -3.873
H -0.120 7.653 1.292
C -0.870 -3.777 3.868
O 1.504 1.150 0.078
C -0.030 -5.608 2.583
N 0.680 3.954 1.845
C 0.345 -4.748 1.566
H 0.724 0.007 -4.903
C 6.227 2.308 1.059
C 3.622 -1.030 -2.535
C 0.453 2.816 2.717
N -1.379 3.678 0.805
H -1.370 -3.361 4.742
C 2.088 -1.532 0.463
H -1.435 -2.208 -1.938
H 6.956 3.072 1.353
C 0.485 6.744 1.300
H 0.630 6.445 2.344
C -8.391 0.034 0.063
H -8.373 -2.116 0.079
H 2.304 -5.251 -3.019
H 2.267 4.892 0.740
C 4.897 1.339 -0.762
C -6.208 1.063 0.177
C 1.460 -4.602 -2.784
H -1.742 6.716 -0.468
H -6.419 -3.538 0.044
H -2.543 -1.725 0.575
H 0.780 -5.131 0.637
C 4.135 0.643 0.171
H -8.031 2.177 0.123
H -1.156 5.225 -1.205
P 0.361 -2.159 0.301
H 5.798 1.498 3.024
H 2.290 -1.415 1.530
H 0.170 -6.667 2.459
H -0.147 6.671 -1.277
I -5.114 2.741 0.896
C 5.548 1.472 1.948
H 1.110 2.935 3.583
C -0.613 -3.569 -3.405
C 4.538 0.613 1.539
C 0.469 -4.386 -3.756
C -5.537 -0.191 0.110
H 0.692 0.694 -2.453
H -0.715 -1.812 2.917
H 4.474 -1.279 -1.868
H 0.700 1.871 2.245
H 0.499 -4.939 -4.697
C -4.441 -2.741 0.339
C -0.637 -5.150 3.751
C -0.849 6.115 -0.657
C 5.940 2.139 -0.302
H 2.667 -1.370 -5.789
H 4.499 -1.978 -4.239
H 6.526 2.680 -1.046
C 2.571 -0.246 -2.078
H 4.003 -0.005 2.249
C 1.511 0.118 -2.904
C -3.608 -1.587 0.381
N -0.222 5.725 0.585
C -6.368 -1.353 0.019
C 2.606 -1.064 -4.742
C 0.073 -3.374 1.671
H -1.447 -3.406 -4.086
P 2.445 0.105 -0.319
C -0.615 -2.898 -2.191
C -0.487 -2.885 2.854
H 4.683 1.305 -1.833
H -3.975 -3.723 0.486
H 2.585 4.438 2.449
C 1.425 -3.994 -1.534
H -0.913 -5.855 4.558
C -7.792 -1.189 0.078
H -2.068 4.190 0.285
C -0.336 4.427 1.041
C 2.085 4.150 1.504
H -0.584 2.819 3.078
C -7.578 1.182 0.098
C 0.401 -3.115 -1.272
H 2.505 3.186 1.176
Hg -2.179 1.181 -0.373
C -4.106 -0.336 0.169
H 1.435 6.965 0.789
*
```

So, what does the Löwdin scheme give us? The charges, in e, come out as:
1. O -0.47
2. C -0.06
3. H 0.06
4. H 0.12
5. H 0.11
6. C -0.06
7. C -0.09
8. H 0.08
9. C -0.07
10. O -0.33
11. C -0.09
12. N -0.17
13. C -0.08
14. H 0.11
15. C -0.07
16. C -0.11
17. C -0.07
18. N 0.06
19. H 0.11
20. C -0.28
21. H 0.11
22. H 0.11
23. C -0.08
24. H 0.10
25. C -0.10
26. H 0.11
27. H 0.10
28. H 0.07
29. C -0.09
30. C -0.63
31. C -0.08
32. H 0.09
33. H 0.11
34. H 0.03
35. H 0.09
36. C -0.26
37. H 0.09
38. H 0.08
39. P 0.76
40. H 0.11
41. H 0.06
42. H 0.10
43. H 0.09
44. I 0.79
45. C -0.10
46. H 0.08
47. C -0.07
48. C -0.07
49. C -0.07
50. C -0.27
51. H 0.10
52. H 0.12
53. H 0.12
54. H 0.06
55. H 0.11
56. C -0.10
57. C -0.08
58. C -0.06
59. C -0.08
60. H 0.11
61. H 0.11
62. H 0.11
63. C -0.32
64. H 0.10
65. C -0.05
66. C -0.18
67. N -0.19
68. C -0.17
69. C -0.08
70. C -0.25
71. H 0.11
72. P 0.69
73. C -0.07
74. C -0.07
75. H 0.11
76. H 0.10
77. H 0.09
78. C -0.12
79. H 0.11
80. C -0.06
81. H -0.02
82. C -0.45
83. C -0.06
84. H 0.09
85. C -0.18
86. C -0.28
87. H 0.07
88. Hg 0.74
89. C -0.23
90. H 0.08